Molecular formula: C11H24BF5OP
Method: DFT, ωB97M-V with the def2-TZVPD basis set

Values from the calculation:
* net charge: -1
* HOMO energy: -5.4 eV

```
43
C11H24BF5OP (ωB97M-V with the def2-TZVPD basis set)
P 0.989 -0.288 -0.751
F -4.584 1.628 2.703
F -5.772 -0.340 2.801
F -3.606 -0.339 2.034
F -4.030 0.032 4.262
F 3.116 -2.688 -1.736
O -2.951 2.093 0.274
C -0.003 -0.542 0.788
C 2.106 1.146 -1.099
C 2.531 -1.223 0.067
C -0.700 0.803 2.722
C 1.559 -3.588 -0.162
C 2.733 -2.662 -0.387
C 2.924 0.815 -2.377
C -2.522 1.964 -1.075
C -0.440 0.519 -1.719
C -0.998 1.838 -1.131
C 0.292 0.455 1.883
B -4.500 0.243 2.952
H -1.234 -0.228 -1.760
H 3.575 -3.069 0.180
H 3.932 1.215 -2.322
H -0.667 2.634 -1.799
H 1.561 2.066 -1.296
H 1.398 -3.667 0.912
H 1.767 -4.586 -0.541
H 3.482 -0.731 -0.146
H 2.465 -1.267 1.155
H 1.286 0.876 1.992
H -1.622 0.240 2.670
H 0.180 -1.546 1.168
H -0.634 1.625 3.419
H 2.436 1.288 -3.226
H -0.592 2.083 -0.151
H 0.956 -1.345 -1.703
H 2.960 -0.251 -2.580
H -3.839 2.448 0.268
H -1.061 -0.509 0.540
H 0.642 -3.228 -0.617
H 2.795 1.350 -0.286
H -0.104 0.717 -2.738
H -3.020 1.138 -1.591
H -2.807 2.884 -1.599
```



Molecular formula: C11H24BiIO3P2
Method: DFT, ωB97M-V with the def2-TZVPD basis set

Values from the calculation:
* net charge: +2
* energy above the lowest of the compared OMol25 structures with the same formula, charge and spin: 111.20 kJ/mol
* HOMO energy (alpha / beta): -14.9 / -14.9 eV

```
42
C11H24BiIO3P2 (ωB97M-V with the def2-TZVPD basis set)
Bi 1.062 0.498 -0.926
I -2.539 1.302 -1.426
P 0.796 2.176 1.433
P -0.555 -1.906 -1.622
O 0.999 -1.706 1.755
O -2.989 0.970 1.429
O -1.498 -1.225 1.859
C -1.025 -0.553 1.071
C 1.545 -1.144 0.841
C 0.630 -3.280 -1.908
C 2.518 2.233 2.101
C -0.229 2.169 2.954
C 0.541 3.840 0.705
C -3.418 3.300 0.850
C 3.002 -1.272 0.492
C -1.183 -1.630 -3.330
C -1.958 -2.840 -0.891
C -3.077 1.872 0.618
H 0.906 -3.729 -0.945
H -1.286 1.998 2.690
H -1.143 -2.564 -3.907
H 3.250 2.198 1.277
H -0.525 4.101 0.631
H -0.119 3.130 3.485
H 3.515 -0.300 0.511
H 1.058 4.601 1.302
H 3.536 -1.930 1.197
H -1.646 -3.279 0.066
H -0.538 -0.879 -3.806
H 0.168 -4.038 -2.555
H -4.346 3.387 1.447
H 2.701 1.378 2.773
H 3.129 -1.677 -0.522
H -2.253 -3.647 -1.579
H 0.968 3.842 -0.309
H -3.490 3.852 -0.095
H -2.611 3.738 1.451
H 2.670 3.165 2.665
H 0.122 1.369 3.626
H -2.804 -2.158 -0.736
H 1.524 -2.874 -2.399
H -2.211 -1.254 -3.283
```



Molecular formula: C11H24ClI2IrN2P2
Method: DFT, ωB97M-V with the def2-TZVPD basis set

Values from the calculation:
* net charge: +3
* multiplicity: 6
* energy above the lowest of the compared OMol25 structures with the same formula, charge and spin: 6.52 kJ/mol
* HOMO energy (alpha / beta): -17.9 / -17.9 eV

```
43
C11H24ClI2IrN2P2 (ωB97M-V with the def2-TZVPD basis set)
Ir 0.002 -0.271 -0.591
I 0.300 1.355 -5.006
I -0.368 3.073 -2.989
Cl 0.010 -1.806 -2.307
P -2.230 -0.348 -0.825
P 2.236 -0.327 -0.821
N 0.008 -1.610 2.085
N -0.004 0.480 1.284
C 0.000 -0.291 2.403
C -0.013 1.663 3.759
C 2.899 -1.978 -0.394
C 2.854 0.055 -2.478
C -2.841 0.033 -2.482
C -0.017 2.442 2.611
C -3.175 0.724 0.297
C 3.169 0.750 0.307
C -0.005 0.268 3.714
C -2.877 -2.004 -0.398
C -0.013 1.819 1.355
H -2.419 -2.779 -1.023
H -0.002 -0.439 4.561
H -2.573 1.060 -2.756
H -2.936 1.770 0.092
H 2.450 -2.758 -1.019
H 2.676 -2.200 0.657
H -3.934 -0.082 -2.466
H -4.244 0.542 0.133
H 2.585 1.078 -2.760
H -3.965 -1.982 -0.549
H -2.650 -2.222 0.653
H 3.947 -0.051 -2.455
H 3.987 -1.945 -0.545
H 4.241 0.579 0.146
H -2.404 -0.632 -3.234
H 2.922 1.795 0.104
H 2.915 0.531 1.349
H -2.921 0.506 1.339
H 2.428 -0.615 -3.233
H 0.012 -2.420 2.683
H 0.009 -1.745 1.038
H -0.017 2.131 4.736
H -0.017 2.317 0.397
H -0.023 3.534 2.633
```



Molecular formula: C11H24IIrO3P2
Method: DFT, ωB97M-V with the def2-TZVPD basis set

Values from the calculation:
* net charge: +2
* multiplicity: 5
* energy above the lowest of the compared OMol25 structures with the same formula, charge and spin: 274.81 kJ/mol
* HOMO energy (alpha / beta): -14.4 / -16.3 eV

```
42
C11H24IIrO3P2 (ωB97M-V with the def2-TZVPD basis set)
Ir 0.160 0.385 -0.022
I 0.742 -1.604 2.603
P 1.180 -1.313 -1.626
P -0.497 1.653 1.759
O -2.738 -0.557 -0.473
O -1.253 1.658 -1.972
O 0.103 -3.114 0.364
C -2.272 1.420 2.210
C -0.361 3.448 1.463
C 2.519 -2.326 -0.896
C -1.588 -0.465 -0.280
C 1.903 -0.533 -3.087
C -0.133 1.689 -1.403
C 0.953 2.640 -1.746
C -0.119 -2.475 -2.282
C -1.782 -2.605 0.932
C 0.362 1.413 3.380
C -0.527 -2.082 0.584
H 2.249 -1.386 -3.668
H 0.400 -3.192 -2.935
H -2.894 1.642 1.331
H 0.240 2.299 4.013
H 0.695 3.693 1.301
H 2.157 -3.188 -0.317
H -2.553 2.096 3.032
H 1.210 3.251 -0.874
H 1.427 1.251 3.186
H -2.270 -1.897 1.586
H -1.409 -3.452 1.488
H 0.570 3.298 -2.527
H -2.445 0.383 2.532
H -0.944 -1.900 -2.737
H -0.741 4.010 2.325
H 3.108 -2.777 -1.702
H -2.569 -2.875 0.175
H -0.947 3.703 0.573
H 3.123 -1.747 -0.177
H 1.835 2.118 -2.134
H -0.635 -3.204 -1.617
H 2.707 0.095 -2.702
H -0.052 0.525 3.890
H 1.084 0.021 -3.548
```



Molecular formula: C11H24NO5P
Method: DFT, ωB97M-V with the def2-TZVPD basis set

Values from the calculation:
* energy above the lowest of the compared OMol25 structures with the same formula, charge and spin: 225.14 kJ/mol
* HOMO energy: -7.6 eV
* SMILES: C=CO[P@](=O)(OCN)OCCCC.C1CCOC1

```
42
C11H24NO5P (ωB97M-V with the def2-TZVPD basis set)
P 1.121 -0.885 0.823
O 1.230 -1.748 -0.617
O 2.639 -0.213 1.133
O 0.026 0.322 0.589
O 0.800 -1.774 2.003
O -1.088 3.300 -2.617
N 1.023 -3.873 -1.659
C 0.329 3.512 -2.620
C -2.137 -3.043 1.976
C 3.572 -1.262 1.113
C -0.499 4.340 -0.574
C -2.276 -0.516 1.204
C -1.656 3.950 -1.474
C -2.862 -1.965 1.085
C 4.678 -1.313 2.003
C -1.230 -0.165 0.069
C 1.028 -3.171 -0.364
C 0.613 4.581 -1.579
H 4.659 -1.980 2.883
H -1.682 0.693 -0.478
H 0.505 5.575 -2.022
H -3.141 0.184 1.155
H 3.509 -2.050 0.341
H 5.555 -0.681 1.762
H -0.719 5.204 0.052
H -1.142 -0.985 -0.670
H -1.776 -0.327 2.174
H -2.922 -3.603 2.536
H 0.653 3.802 -3.621
H -1.640 -3.792 1.330
H 1.614 4.505 -1.155
H 0.813 2.564 -2.359
H -2.361 3.278 -0.982
H 1.804 -3.596 0.303
H 0.075 -3.749 -2.012
H -0.235 3.503 0.078
H -3.916 -1.920 1.445
H 1.604 -3.302 -2.274
H 0.025 -3.297 0.083
H -1.458 -2.619 2.735
H -2.203 4.832 -1.826
H -2.928 -2.315 0.031
```



Molecular formula: C11H24O3
Method: DFT, ωB97M-V with the def2-TZVPD basis set

Values from the calculation:
* energy above the lowest of the compared OMol25 structures with the same formula, charge and spin: 918.44 kJ/mol
* HOMO energy: -9.3 eV

```
38
C11H24O3 (ωB97M-V with the def2-TZVPD basis set)
O 3.638 -0.272 -0.130
O 0.891 -0.481 0.598
O 2.402 -0.597 -0.994
C 1.420 0.233 -0.432
C 1.709 1.544 0.193
C 0.323 2.334 0.685
C 0.697 -1.998 0.465
C -3.268 0.033 0.557
C -4.621 -1.869 -0.556
C -2.047 1.000 0.593
C 4.211 -1.629 0.113
C -0.598 2.630 -0.607
C -3.108 -1.412 0.004
C -1.460 1.367 -0.770
H -3.881 -0.036 1.461
H 4.148 -2.231 -0.820
H -5.153 -1.248 -1.401
H 0.140 3.137 -1.462
H -0.319 1.746 1.396
H -4.527 -3.126 -0.604
H 0.876 -2.634 1.622
H -4.272 0.360 -0.098
H -0.848 0.574 -1.300
H -2.219 1.904 1.116
H -1.342 0.340 1.148
H 0.680 3.224 1.158
H 2.707 2.368 -0.241
H 0.776 0.168 -1.290
H -1.125 3.490 -0.084
H 1.500 -2.414 -0.228
H -0.471 -2.433 -0.086
H 3.681 -2.003 1.285
H -2.858 -1.840 1.069
H -2.334 1.564 -1.357
H -2.147 -1.533 -0.754
H 5.389 -1.325 0.387
H 2.023 1.026 1.536
H -5.414 -1.671 0.291
```



Molecular formula: C11H25AlF2IN2O11PS4
Method: DFT, ωB97M-V with the def2-TZVPD basis set

Values from the calculation:
* net charge: +2
* HOMO energy: -14.3 eV

```
58
C11H25AlF2IN2O11PS4 (ωB97M-V with the def2-TZVPD basis set)
I -6.159 -0.965 -0.566
S -4.896 2.328 0.105
S -1.476 -0.547 -2.481
S -1.171 0.675 1.608
S 0.897 -0.663 -3.594
P -4.664 -0.581 1.360
Al 0.138 2.818 -0.727
F -1.490 0.946 -3.044
F 2.337 -0.951 -3.005
O -2.174 -1.283 -3.488
O -5.635 4.325 -1.998
O -5.696 -0.672 2.696
O -7.335 5.418 -2.957
O -2.195 -0.381 -1.228
O -0.977 1.007 3.042
O -3.678 3.097 4.057
O -7.125 3.273 -3.265
O 1.045 0.686 -4.075
O 0.778 -1.692 -4.587
O 0.056 1.219 0.860
N 0.051 -0.846 -2.266
N -2.539 3.024 0.938
C 3.733 -2.234 0.683
C 6.284 -2.661 0.753
C -6.656 4.399 -2.699
C -2.620 1.539 0.877
C -3.658 3.579 0.529
C 3.717 -1.147 1.753
C 6.589 -1.945 -0.557
C -1.152 -1.137 1.365
C 4.865 -3.239 0.857
C 6.513 -2.849 -1.781
C -4.061 1.208 1.344
H 4.763 -3.721 1.834
H -0.924 -1.576 2.352
H 4.746 -4.035 0.113
H 6.773 -2.293 -2.683
H 3.622 -1.583 2.749
H -2.069 -1.545 0.911
H -0.319 -1.357 0.664
H 7.604 -1.531 -0.494
H 4.621 -0.536 1.729
H -1.725 3.547 1.254
H -2.560 1.325 -0.216
H -5.308 -0.051 3.333
H 7.002 -3.475 0.887
H -7.905 3.684 -3.727
H -2.851 2.698 3.761
H 3.779 -1.773 -0.308
H 2.779 -2.776 0.727
H 2.863 -0.482 1.589
H 5.917 -1.091 -0.690
H -3.474 3.410 4.947
H -4.292 1.664 2.344
H -3.856 4.660 0.442
H 7.208 -3.686 -1.691
H 6.456 -1.971 1.588
H 5.504 -3.250 -1.921
```



Molecular formula: C11H25BNO5P2
Method: DFT, ωB97M-V with the def2-TZVPD basis set

Values from the calculation:
* net charge: -1
* HOMO energy: -3.3 eV

```
45
C11H25BNO5P2 (ωB97M-V with the def2-TZVPD basis set)
P -0.421 -1.614 2.482
P 0.967 0.516 -2.228
O -0.424 -2.929 1.801
O 0.217 1.676 0.355
O 0.963 -1.431 3.273
O 0.264 -0.628 0.294
O -1.611 -1.632 3.573
N -1.983 -0.064 0.740
C -4.321 -0.241 1.513
C 2.589 0.771 0.219
C 2.079 -2.131 -2.393
C 2.263 -0.652 -2.834
C -0.653 -0.224 -2.810
C -2.972 0.435 1.695
C -1.384 0.767 -3.745
C 3.082 2.937 1.464
C 2.990 2.197 0.290
C -0.065 1.167 1.629
C -0.654 -0.237 1.263
B 0.990 0.577 -0.264
H -0.462 -1.182 -3.292
H 1.749 -2.185 -1.359
H 4.019 3.263 1.900
H -3.138 1.496 1.469
H -1.907 -2.540 3.688
H -0.713 1.554 -4.078
H -2.321 -0.922 0.317
H 1.352 -2.587 -3.065
H 3.258 -0.316 -2.543
H 1.415 -2.275 3.158
H -2.643 0.407 2.735
H 3.301 0.243 -0.417
H 0.793 1.032 2.296
H -2.161 1.266 -3.162
H 2.741 0.381 1.226
H -4.250 -1.318 1.674
H 2.146 3.117 1.989
H -1.876 0.282 -4.590
H -1.246 -0.385 -1.912
H -0.745 1.895 2.079
H 3.204 2.725 -0.647
H -5.058 0.183 2.194
H 3.017 -2.674 -2.543
H 2.276 -0.661 -3.927
H -4.668 -0.061 0.494
```



Molecular formula: C11H25ClLuNO2P2
Method: DFT, ωB97M-V with the def2-TZVPD basis set

Values from the calculation:
* HOMO energy: -7.1 eV

```
43
C11H25ClLuNO2P2 (ωB97M-V with the def2-TZVPD basis set)
Lu 0.541 0.225 1.086
Cl 2.275 0.909 2.595
P -1.244 1.836 1.743
P 1.602 -1.742 0.026
O 2.556 0.201 -3.230
O 3.215 1.731 -1.073
N -1.189 -0.461 -0.390
C -3.397 -0.284 -1.077
C -1.214 3.367 0.901
C 3.288 -1.601 -0.343
C -2.676 0.831 1.099
C 1.250 -3.255 0.830
C -0.847 -1.234 -1.407
C 0.620 -1.666 -1.557
C -1.456 2.050 3.456
C -2.409 0.018 -0.188
C -1.802 -1.587 -2.317
C -3.108 -1.105 -2.172
H -3.533 1.498 0.967
H 3.827 1.679 -0.326
H 1.988 0.830 -3.677
H 0.173 -3.396 1.004
H 0.685 -2.648 -2.043
H -1.539 -2.236 -3.159
H -2.350 2.653 3.613
H -1.543 1.086 3.983
H -0.576 2.569 3.865
H -2.908 0.121 1.910
H 2.323 1.560 -0.658
H -2.115 3.917 1.172
H -0.146 -0.839 2.324
H 2.966 0.740 -2.500
H -1.156 3.238 -0.189
H 1.004 1.291 -0.240
H -3.882 -1.365 -2.896
H 1.176 -0.930 -2.198
H 3.566 -2.433 -0.993
H -0.322 3.942 1.211
H -4.411 0.108 -0.926
H 1.640 -4.061 0.207
H 3.520 -0.640 -0.842
H 3.861 -1.641 0.594
H 1.748 -3.276 1.816
```



Molecular formula: C11H25GdN5O8
Method: DFT, ωB97M-V with the def2-TZVPD basis set

Values from the calculation:
* net charge: +1
* multiplicity: 8
* HOMO energy (alpha / beta): -9.8 / -9.8 eV

```
50
C11H25GdN5O8 (ωB97M-V with the def2-TZVPD basis set)
Gd 0.825 0.202 -0.450
O -0.564 0.396 -2.638
O 1.029 -0.706 1.841
O 2.350 1.254 -1.711
O -2.097 0.223 1.278
O 2.744 0.570 1.197
O 1.154 3.395 -1.174
O -2.038 -1.727 -0.276
O 2.254 -1.729 -2.535
N 1.429 -1.885 -1.571
N 1.541 -1.040 4.175
N -0.756 -1.845 -0.444
N -1.159 1.064 0.721
N 0.442 2.676 -0.362
C -1.361 2.351 1.069
C 2.511 -0.076 3.548
C -0.566 4.736 0.662
C -2.464 1.137 -4.099
C 1.731 -4.373 -1.603
C -2.403 2.815 2.047
C -0.472 3.273 0.434
C -1.180 -4.317 -0.455
C -0.325 -3.118 -0.693
C 0.964 -3.143 -1.273
C 2.115 -0.058 2.092
H 2.057 2.255 -1.709
H -3.022 0.409 -4.705
H -2.045 1.901 -4.751
H 2.022 -1.905 4.442
H 1.125 -0.660 5.029
H -0.336 4.971 1.708
H 1.499 -5.184 -0.894
H 0.142 5.255 0.018
H -1.563 0.671 -3.462
H -1.917 3.291 2.919
H -1.169 -4.611 0.605
H 2.386 0.905 4.005
H -2.218 -4.111 -0.741
H 1.474 -4.724 -2.617
H -3.025 1.973 2.384
H 2.523 0.962 -2.626
H -3.041 3.596 1.595
H -1.578 5.103 0.450
H 0.815 -1.229 3.435
H 2.812 -4.173 -1.557
H 3.532 -0.410 3.703
H -3.125 1.702 -3.437
H -2.115 -0.583 0.611
H -0.123 -0.311 -3.147
H -0.816 -5.170 -1.036
```



Molecular formula: C11H26BN2O8PS
Method: DFT, ωB97M-V with the def2-TZVPD basis set

Values from the calculation:
* HOMO energy: -8.6 eV

```
50
C11H26BN2O8PS (ωB97M-V with the def2-TZVPD basis set)
S -1.643 2.900 0.034
P -0.261 2.501 3.723
O -1.456 1.314 0.364
O -0.022 -0.921 1.829
O 2.329 2.548 1.921
O -1.107 -3.708 -0.024
O -3.053 3.158 -0.047
O -0.948 -2.691 -3.473
O 2.530 1.808 -1.196
O -1.241 3.447 1.508
N 2.798 -0.570 -0.506
N -1.119 1.230 3.965
C -1.010 -3.006 1.202
C -0.877 -1.417 -4.080
C -0.432 -2.755 -2.158
C 1.130 2.478 1.134
C -1.878 -0.393 -3.521
C 0.076 3.179 2.034
C 1.050 0.002 1.847
C -1.546 -2.924 -1.117
C -0.247 0.809 -0.222
C 0.988 1.016 0.663
C 0.290 -2.202 1.314
B 2.177 0.748 -0.379
H -0.095 1.324 -1.179
H 0.749 -2.132 0.321
H -1.071 -1.594 -5.137
H -0.398 -0.242 -0.443
H 2.975 3.086 1.453
H -2.372 -3.436 -1.616
H -2.413 -0.813 -2.670
H 1.042 2.452 4.250
H 0.177 -1.863 -1.959
H -1.378 0.511 -3.170
H 2.730 1.556 -2.105
H -1.448 0.761 3.129
H -1.928 -1.959 -0.765
H -2.609 -0.097 -4.271
H 1.017 -2.707 1.962
H 0.519 4.162 2.222
H 1.998 -0.542 1.838
H -1.841 -2.301 1.321
H 0.989 0.508 2.809
H 0.229 -3.620 -2.071
H 0.149 -1.029 -4.011
H 3.136 -0.728 -1.453
H -0.792 3.664 4.310
H -1.095 -3.743 2.000
H 1.261 3.112 0.254
H 3.630 -0.633 0.075
```



Question: What is the formula in the third record?
Answer: C11H24ClI2IrN2P2